This record from the OMol25 dataset describes C18H44NO2P2Si2W as an isolated structure in a non-equilibrium geometry. The level of theory is wB97M-V/def2-TZVPD.

energy: -61116.29472 eV
LUMO level (spin up / spin down): -3.3 / -3.9 eV
Kohn-Sham gap (spin up / spin down): 7.16 / 7.65 eV
spin multiplicity: 3
energy above the lowest of the compared OMol25 structures with the same formula, charge and spin: 0.7980 eV
charge: +1

Cartesian coordinates (Å):
C -1.703 -3.189 -2.019
C -1.395 -2.114 -1.191
N -0.304 -1.370 -1.392
C 0.610 -1.749 -2.331
C 0.336 -2.873 -3.138
C -0.806 -3.601 -2.989
C -2.325 -1.796 -0.059
P -2.024 -0.183 0.758
W 0.168 0.338 -0.069
P 2.358 -0.032 -1.056
C 1.838 -0.945 -2.538
O -1.398 -3.368 2.147
O 0.686 -2.734 1.062
H -2.578 -3.793 -1.742
H 1.096 -3.127 -3.865
H -1.014 -4.488 -3.588
C -3.404 0.589 -0.083
C -2.447 -0.384 2.502
H 2.708 -1.567 -2.822
H 1.720 -0.192 -3.336
H -2.289 -2.342 0.853
H -3.370 -1.806 -0.429
C 3.356 1.352 -1.697
C 3.455 -1.268 -0.220
H 0.505 -1.642 0.782
H 1.375 -2.922 1.777
H -0.685 -2.933 1.870
H -1.257 -4.232 1.701
H -0.250 1.108 -1.476
H 1.522 -0.559 0.601
H -4.356 0.132 0.213
H -3.419 1.648 0.166
H -3.309 0.472 -1.169
H -3.534 -0.449 2.627
H -2.007 -1.300 2.915
H -2.103 0.485 3.070
H 4.137 -1.673 -0.992
H 4.007 -0.806 0.620
H 2.795 -2.065 0.183
H 4.276 0.907 -2.123
H 2.752 1.839 -2.486
H 3.587 2.078 -0.896
C 1.760 4.410 0.500
Si 0.137 3.477 0.618
C -1.007 4.393 1.790
C -0.664 3.620 -1.092
C 0.350 1.734 1.380
Si 1.725 1.417 2.667
C 1.358 2.515 4.142
C 1.662 -0.373 3.271
C 3.465 1.782 2.073
H 1.532 5.404 0.076
H 2.499 3.917 -0.149
H 2.208 4.573 1.490
H -1.155 5.415 1.406
H -1.985 3.894 1.851
H -0.572 4.455 2.797
H -0.043 3.205 -1.898
H -1.656 3.152 -1.150
H -0.805 4.687 -1.332
H -0.607 1.486 1.932
H 0.357 2.309 4.546
H 2.096 2.279 4.925
H 1.428 3.583 3.893
H 1.538 -1.182 2.523
H 2.611 -0.573 3.805
H 0.833 -0.484 3.997
H 3.787 1.208 1.190
H 3.615 2.856 1.893
H 4.136 1.512 2.903

Cartesian forces (eV/Å) of the 3 atoms listed first:
-0.25 -0.60 0.81
-0.68 -0.84 0.00
1.15 -0.56 -0.17